C71H104BO35PS7 | wB97M-V/def2-TZVPD

XYZ file:
```
219
C71H104BO35PS7 | the OMol25 dataset | wB97M-V/def2-TZVPD
C -5.565 7.167 -17.692
C -5.247 5.780 -17.131
C -3.752 5.543 -16.889
C -2.925 5.273 -18.158
P -1.124 4.795 -17.914
C 0.119 6.103 -17.646
C -0.510 7.358 -17.014
C 0.480 8.473 -17.152
C 1.748 8.271 -16.307
C -0.982 3.561 -16.500
C 0.269 2.662 -16.331
C 0.703 2.319 -14.822
C 1.438 3.518 -14.107
C -0.472 4.098 -19.466
C -1.286 3.014 -20.204
C -0.774 2.866 -21.657
C -1.452 1.782 -22.415
H -5.072 7.404 -18.635
H -5.275 7.947 -16.987
H -6.616 7.263 -17.963
H -5.657 5.038 -17.816
H -5.834 5.626 -16.226
H -3.567 4.694 -16.230
H -3.464 6.501 -16.456
H -2.922 6.056 -18.917
H -3.258 4.380 -18.688
H 0.609 6.343 -18.589
H 0.881 5.671 -16.996
H -0.874 7.143 -16.010
H -1.418 7.726 -17.491
H 0.074 9.432 -16.829
H 0.699 8.649 -18.206
H 2.316 7.401 -16.637
H 1.496 8.208 -15.248
H 2.393 9.146 -16.397
H -1.926 3.018 -16.462
H -1.013 4.172 -15.598
H 1.159 3.060 -16.820
H 0.050 1.748 -16.881
H 1.499 1.576 -14.865
H -0.172 1.961 -14.280
H 0.778 4.380 -14.198
H 2.479 3.699 -14.376
H 1.612 3.344 -13.045
H 0.515 3.663 -19.307
H -0.279 4.948 -20.120
H -2.363 3.186 -20.215
H -1.131 2.067 -19.687
H 0.304 2.761 -21.533
H -0.894 3.793 -22.218
H -2.522 1.819 -22.211
H -1.158 0.788 -22.075
H -1.224 1.788 -23.481
O 3.937 2.880 -7.758
C 5.062 2.542 -7.343
O 5.789 1.571 -7.826
B 7.055 1.379 -7.041
O 6.923 2.474 -5.991
C 5.808 3.187 -6.215
O 5.453 4.189 -5.656
O 8.302 1.512 -7.857
C 8.981 0.417 -7.857
O 9.943 0.123 -8.561
C 8.167 -0.597 -6.975
O 7.119 0.018 -6.485
O 8.426 -1.775 -6.778
C 2.869 -1.505 -8.755
C 1.829 -2.585 -8.891
O 2.460 -3.843 -8.977
S 3.946 -3.669 -9.663
O 3.977 -4.337 -10.968
O 4.984 -4.029 -8.685
O 3.760 -2.039 -9.712
H 3.443 -1.576 -7.830
H 2.633 -0.463 -8.974
H 1.234 -2.455 -9.795
H 1.068 -2.597 -8.112
C 5.249 -4.899 -1.589
C 6.529 -5.171 -2.429
O 6.526 -6.557 -2.596
S 5.723 -7.322 -1.380
O 6.744 -8.142 -0.716
O 4.545 -8.042 -1.971
O 5.362 -5.888 -0.570
H 4.280 -4.892 -2.088
H 5.320 -3.893 -1.176
H 7.547 -5.017 -2.073
H 6.476 -4.793 -3.450
C 14.631 4.033 -10.271
C 14.178 3.117 -9.268
O 14.064 3.827 -8.025
S 14.265 5.486 -8.236
O 15.605 5.966 -7.967
O 13.188 6.250 -7.669
O 14.028 5.210 -9.854
H 14.222 3.739 -11.237
H 15.679 4.316 -10.377
H 14.905 2.331 -9.061
H 13.228 2.726 -9.632
C 1.691 7.390 -7.834
C 0.249 6.814 -7.887
O -0.284 7.357 -9.087
S 0.276 8.871 -9.421
O -0.729 9.904 -9.146
O 0.941 8.907 -10.702
O 1.442 8.698 -8.230
H 2.387 6.935 -8.539
H 2.072 7.390 -6.812
H -0.321 7.215 -7.049
H 0.193 5.725 -7.909
C 8.130 2.273 -0.503
C 9.594 2.049 0.012
O 9.331 0.994 0.792
S 8.439 -0.181 -0.020
O 7.818 -1.117 0.937
O 9.107 -0.625 -1.232
O 7.406 1.058 -0.302
H 8.208 2.508 -1.565
H 7.602 3.089 -0.010
H 10.035 2.749 0.722
H 10.237 1.836 -0.841
C 11.774 -7.161 -5.863
C 13.269 -6.606 -5.678
O 13.928 -7.479 -4.786
S 13.290 -9.004 -4.984
O 13.474 -9.742 -3.720
O 13.772 -9.526 -6.282
O 11.758 -8.301 -5.072
H 11.529 -7.550 -6.851
H 10.980 -6.477 -5.560
H 13.397 -5.565 -5.382
H 13.933 -6.613 -6.542
O 9.190 9.710 -11.480
S 9.906 9.934 -10.218
O 10.281 11.291 -9.908
O 9.038 9.261 -8.953
C 9.416 9.606 -7.621
C 9.038 8.444 -6.711
C 11.367 8.708 -10.209
H 9.121 10.621 -7.359
H 10.498 9.730 -7.567
H 9.693 8.342 -5.846
H 9.251 7.498 -7.208
H 8.034 8.378 -6.292
H 11.715 8.565 -11.232
H 11.042 7.703 -9.941
H 12.182 9.063 -9.579
C 15.014 -0.410 -3.995
C 13.727 -0.726 -4.371
C 12.816 -1.434 -3.522
C 13.289 -1.949 -2.342
C 14.576 -1.692 -1.923
C 15.424 -0.821 -2.709
H 15.715 0.150 -4.596
H 13.450 -0.524 -5.395
H 11.851 -1.744 -3.894
H 12.699 -2.675 -1.803
H 14.952 -2.223 -1.061
H 16.385 -0.513 -2.325
C 4.861 10.640 -1.058
C 4.511 10.421 0.269
C 4.716 9.176 0.812
C 5.247 8.084 0.083
C 5.587 8.316 -1.231
C 5.345 9.587 -1.813
H 4.674 11.638 -1.425
H 3.928 11.165 0.792
H 4.470 8.909 1.829
H 5.484 7.103 0.465
H 5.935 7.469 -1.803
H 5.636 9.845 -2.821
C 16.350 0.492 -13.887
C 16.131 -0.192 -12.695
C 14.850 -0.316 -12.176
C 13.756 0.144 -12.894
C 13.985 0.822 -14.099
C 15.298 1.076 -14.587
H 17.387 0.715 -14.087
H 16.952 -0.508 -12.068
H 14.751 -0.824 -11.228
H 12.747 0.016 -12.531
H 13.112 1.082 -14.678
H 15.456 1.700 -15.454
C 13.634 -5.303 -10.754
C 12.462 -4.748 -10.243
C 11.241 -5.319 -10.620
C 11.182 -6.433 -11.386
C 12.283 -6.994 -11.894
C 13.545 -6.438 -11.620
H 14.592 -4.829 -10.596
H 12.524 -3.786 -9.756
H 10.307 -4.821 -10.403
H 10.247 -6.905 -11.648
H 12.225 -7.924 -12.441
H 14.476 -6.819 -12.013
C 8.115 5.011 -11.538
C 8.631 4.503 -12.670
C 8.224 4.972 -13.926
C 7.149 5.814 -14.019
C 6.562 6.263 -12.892
C 6.941 5.784 -11.614
H 8.429 4.685 -10.557
H 9.450 3.807 -12.567
H 8.795 4.703 -14.802
H 6.787 6.335 -14.893
H 5.705 6.900 -13.054
H 6.507 6.182 -10.708
C 0.654 4.396 -3.128
C -0.560 3.891 -2.613
C -1.047 4.327 -1.359
C -0.354 5.286 -0.660
C 0.775 5.885 -1.210
C 1.302 5.328 -2.370
H 1.038 4.022 -4.066
H -1.024 3.081 -3.156
H -1.885 3.782 -0.951
H -0.674 5.620 0.315
H 1.194 6.687 -0.620
H 2.177 5.749 -2.843
```

spin multiplicity	1
frontier orbital gap	7.46	eV
highest occupied orbital energy	-8.6	eV
strongest force on any atom	0.1298	Eh/bohr
E_LUMO	-1.11	eV

Atomic partial charges in e from the Löwdin method, atoms 1 to 99: C -0.10; C -0.26; C -0.23; C -0.24; P 1.08; C -0.26; C -0.26; C -0.27; C -0.09; C -0.25; C -0.22; C -0.20; C -0.10; C -0.28; C -0.24; C -0.28; C -0.11; H 0.07; H 0.08; H 0.08; H 0.11; H 0.11; H 0.10; H 0.10; H 0.10; H 0.08; H 0.10; H 0.09; H 0.12; H 0.10; H 0.11; H 0.11; H 0.06; H 0.08; H 0.08; H 0.09; H 0.08; H 0.10; H 0.10; H 0.10; H 0.10; H 0.05; H 0.07; H 0.07; H 0.11; H 0.10; H 0.10; H 0.12; H 0.11; H 0.11; H 0.08; H 0.08; H 0.08; O 0.08; C -0.39; O 0.22; B -0.76; O 0.20; C -0.40; O 0.14; O 0.23; C -0.39; O 0.10; C -0.37; O 0.23; O 0.12; C -0.15; C -0.22; O -0.19; S 0.74; O -0.25; O -0.25; O -0.23; H 0.14; H 0.15; H 0.13; H 0.13; C -0.17; C -0.18; O -0.22; S 0.77; O -0.26; O -0.28; O -0.20; H 0.13; H 0.13; H 0.14; H 0.13; C -0.24; C -0.19; O -0.19; S 0.73; O -0.24; O -0.24; O -0.21; H 0.14; H 0.14; H 0.14; H 0.14